ORCA calculation (the ωB97M-V functional and the def2-TZVPD basis) on C23H20BrN2O2PdS as an isolated structure at a distorted geometry.

```
50
Properties=species:S:1:pos:R:3:forces:R:3
Pd 0.000 0.000 0.000 1.345 0.132 3.263
C -5.440 -3.172 1.522 0.167 0.026 0.093
C -5.549 -3.232 -0.017 -0.474 0.089 0.244
C -6.540 -4.366 -0.361 0.324 -0.118 -0.198
C -6.166 -1.913 -0.532 0.087 0.134 -0.100
C -4.149 -3.422 -0.629 0.632 0.722 0.211
C -3.804 -4.523 -1.426 0.832 -0.376 -0.529
C -2.520 -4.678 -1.975 -0.515 0.393 0.419
C -1.557 -3.694 -1.712 -0.199 -0.385 -0.172
S 0.076 -3.590 -2.226 0.764 0.232 -0.142
C 0.300 -2.076 -1.378 -0.222 -1.094 -0.599
N -0.815 -1.701 -0.754 2.287 -0.943 -1.046
C -1.852 -2.589 -0.931 -1.706 0.246 0.747
C -3.149 -2.456 -0.391 -0.105 -0.248 -0.133
C 1.660 -1.377 -1.431 0.888 0.188 -0.209
C 2.738 -1.932 -2.152 0.205 -0.118 -0.075
C 3.995 -1.309 -2.215 -0.600 -0.138 0.116
C 4.221 -0.104 -1.557 0.006 -0.239 -0.104
C 3.193 0.482 -0.834 -0.953 -0.063 0.278
C 1.948 -0.145 -0.778 -0.595 -1.245 -0.830
H -6.428 -3.070 1.985 0.103 -0.028 -0.192
H -4.840 -2.321 1.863 -0.031 -0.101 -0.113
H -4.976 -4.082 1.921 -0.077 0.115 -0.101
H -7.521 -4.185 0.096 0.282 0.119 -0.023
H -6.187 -5.336 0.007 -0.022 0.130 -0.054
H -6.700 -4.448 -1.443 0.043 0.007 0.124
H -7.179 -1.770 -0.137 0.168 -0.141 -0.003
H -6.231 -1.908 -1.627 0.014 -0.057 0.145
H -5.581 -1.036 -0.234 0.014 -0.151 -0.010
H -4.529 -5.304 -1.647 0.086 0.230 0.115
H -2.283 -5.542 -2.588 -0.040 0.134 0.101
H -3.346 -1.578 0.217 -0.073 -0.112 -0.035
H 2.638 -2.871 -2.692 -0.141 0.055 0.091
H 4.798 -1.774 -2.783 -0.239 0.047 0.106
H 5.196 0.373 -1.609 -0.152 -0.067 0.022
H 3.344 1.422 -0.312 0.019 -0.089 -0.070
Br -2.564 6.733 -1.280 -0.308 -1.249 -0.633
C -2.862 5.020 -2.010 1.382 0.843 1.729
C -3.761 4.841 -3.051 -2.036 -1.446 -2.601
N -4.027 3.645 -3.625 0.995 0.879 1.315
C -3.350 2.578 -3.122 -1.585 0.441 -1.662
C -2.429 2.648 -2.081 1.031 1.750 1.539
C -2.188 3.910 -1.520 0.581 -1.313 0.344
C -1.729 1.414 -1.591 -0.581 -2.754 -1.366
O -2.018 0.320 -2.167 0.308 2.796 0.969
O -0.902 1.563 -0.638 -1.703 2.684 -0.996
H -4.313 5.676 -3.470 0.066 0.056 0.087
H -3.575 1.623 -3.594 0.146 0.071 0.177
H -1.473 3.998 -0.705 -0.130 -0.039 -0.148
H 0.000 0.000 1.692 -0.290 -0.007 -0.088
```
Forces are in eV/Å.

LUMO (alpha / beta) ... -4.22 / -8.56 eV
2S+1 ... 5
Highest occupied orbital energy (alpha / beta) ... -10.407 / -11.006 eV
Net charge ... +1
Strongest force on any atom ... 0.070 hartree/bohr